Computed, not measured: 5 unconnected molecules or ions with the total composition C32H34F19NO12S in a non-equilibrium geometry, with wB97M-V/def2-TZVPD.

Each line ends with the Mulliken charge.
Geometry (Å):
C1 4.40 -3.94 -0.44  -0.740
C2 3.19 -4.24 -1.51  -0.266
C3 2.26 -2.89 -1.59  -0.749
C4 2.53 -1.94 -2.90  0.548
C5 3.98 -2.16 -3.64  -1.139
C6 2.24 -0.39 -2.45  0.176
C7 0.74 0.34 -2.57  -0.539
C8 0.50 1.91 -2.05  0.052
S1 -1.21 2.72 -2.15  1.086
O1 -1.64 2.84 -3.63  -0.582
O2 -1.01 4.21 -1.65  -0.606
C9 -2.48 1.96 -1.01  0.720
F1 -1.96 1.93 0.40  -0.358
F2 -3.64 2.93 -0.96  -0.254
C10 -2.94 0.43 -1.41  0.402
F3 -4.10 0.11 -0.50  -0.205
F4 -1.89 -0.59 -1.06  -0.212
C11 -3.52 0.27 -2.94  0.606
F5 -2.49 -0.01 -3.97  -0.187
F6 -4.31 1.45 -3.43  -0.208
F7 -4.47 -0.90 -2.93  -0.250
C12 1.75 2.83 -1.42  -0.552
C13 3.20 2.07 -1.31  -0.001
C14 3.43 0.52 -1.79  0.306
C15 5.00 0.23 -1.44  0.138
O3 5.65 -0.87 -1.07  -0.454
N1 5.59 1.65 -1.61  -0.436
C16 4.67 2.54 -0.75  0.280
O4 5.05 3.40 0.20  -0.485
H1 4.29 -2.84 0.00  0.212
H2 4.25 -4.66 0.50  0.318
H3 5.48 -4.07 -0.87  0.015
H4 2.51 -5.08 -1.01  0.409
H5 3.53 -4.68 -2.54  0.177
H6 2.30 -2.21 -0.63  0.374
H7 1.13 -3.27 -1.68  0.248
H8 1.69 -2.21 -3.70  0.394
H9 4.33 -1.17 -4.20  0.329
H10 3.88 -2.98 -4.49  0.338
H11 4.85 -2.51 -2.94  0.122
H12 -0.13 -0.33 -3.01  0.230
H13 1.64 3.94 -1.07  0.395
H14 5.55 1.93 -2.63  0.372
C17 -3.17 4.08 1.91  -0.851
C18 -2.86 5.28 1.03  -0.115
O5 -3.26 6.49 1.69  -0.348
C19 -2.38 7.00 2.60  0.425
O6 -1.30 6.48 2.88  -0.521
C20 -2.90 8.32 3.18  0.791
F8 -4.22 8.26 3.51  -0.241
F9 -2.78 9.35 2.30  -0.256
F10 -2.24 8.70 4.31  -0.235
H15 -4.23 4.08 2.20  0.275
H16 -2.95 3.15 1.38  0.099
H17 -2.59 4.10 2.84  0.367
H18 -3.44 5.21 0.11  0.289
H19 -1.80 5.31 0.75  0.302
C21 10.38 -5.00 -4.82  -1.107
C22 10.21 -5.25 -3.33  -0.199
O7 8.82 -5.17 -2.96  -0.288
C23 8.07 -6.29 -3.18  0.161
O8 8.51 -7.33 -3.66  -0.525
C24 6.64 -6.08 -2.70  1.058
F11 6.13 -4.87 -3.07  -0.220
F12 6.54 -6.13 -1.34  -0.248
F13 5.77 -7.02 -3.17  -0.263
H20 9.92 -4.05 -5.10  0.298
H21 11.44 -4.99 -5.09  0.379
H22 9.88 -5.78 -5.41  0.311
H23 10.74 -4.48 -2.77  0.318
H24 10.64 -6.22 -3.03  0.318
C25 -2.78 5.64 7.32  -1.049
C26 -4.12 4.94 7.19  -0.222
O9 -3.96 3.63 6.62  -0.285
C27 -3.60 2.64 7.49  0.363
O10 -3.41 2.82 8.69  -0.514
C28 -3.51 1.30 6.77  0.844
F14 -2.86 1.38 5.57  -0.231
F15 -4.74 0.78 6.50  -0.245
F16 -2.84 0.35 7.49  -0.241
H25 -2.26 5.66 6.35  0.240
H26 -2.91 6.66 7.67  0.371
H27 -2.13 5.11 8.02  0.344
H28 -4.76 5.51 6.50  0.320
H29 -4.65 4.89 8.15  0.309
C29 -6.38 -1.23 0.04  -0.844
C30 -7.72 -1.92 -0.09  -0.398
O11 -7.56 -3.23 -0.65  -0.307
C31 -7.19 -4.22 0.22  0.388
O12 -7.00 -4.05 1.42  -0.524
C32 -7.10 -5.57 -0.50  0.839
F17 -6.46 -5.48 -1.70  -0.233
F18 -8.34 -6.08 -0.78  -0.245
F19 -6.44 -6.52 0.21  -0.238
H30 -5.86 -1.21 -0.92  0.156
H31 -6.50 -0.20 0.40  0.393
H32 -5.72 -1.76 0.74  0.327
H33 -8.36 -1.35 -0.77  0.350
H34 -8.24 -1.97 0.87  0.339

As for the total charge: 0. The orbital gap comes out at 7.56 eV. As for the LUMO energy: -0.0932 hartree. As for the SMILES: CCC[C@H](C)c1cc(S(=O)(=O)C(F)(F)C(F)(F)C(F)(F)F)cc2c1C(=O)NC2=O.CCOC(=O)C(F)(F)F.CCOC(=O)C(F)(F)F.CCOC(=O)C(F)(F)F.CCOC(=O)C(F)(F)F.